1.
Formula: C2H4N2O
Source: the OMol25 dataset
Level of theory: wB97M-V/def2-TZVPD

Structure (XYZ):
```
9
C2H4N2O wB97M-V/def2-TZVPD
H -0.979 -0.760 2.608
N -0.783 -0.390 1.643
C -0.217 -1.121 0.829
N 0.594 -0.526 -0.194
C 0.479 0.574 -1.175
O -0.104 1.714 -1.054
H -0.072 -2.296 0.941
H 0.684 -1.378 -0.849
H 0.948 0.410 -2.334
```

## Properties
highest occupied orbital energy = -9.83 eV
maximum force = 6.38 eV Å⁻¹

Results of the Löwdin charge analysis, in e, for atoms 1 through 6: H 0.08; N 0.09; C -0.34; N 0.01; C -0.24; O -0.05

---

2.
Formula: C4H9N
Source: the OMol25 dataset
Level of theory: wB97M-V/def2-TZVPD

Structure (XYZ):
```
14
C4H9N wB97M-V/def2-TZVPD
C 2.171 -0.084 -0.194
C 0.908 -0.211 0.317
C -0.390 -0.097 -0.392
C -1.178 1.119 0.010
N -1.297 -1.276 -0.145
H 2.930 0.120 0.575
H 2.499 -0.011 -1.238
H 0.814 -0.310 1.390
H -0.243 -0.049 -1.496
H -0.987 1.146 1.178
H -0.776 2.010 -0.476
H -2.244 1.046 -0.281
H -0.605 -2.150 -0.061
H -1.602 -1.254 0.812
```

## Properties
highest occupied orbital energy = -9.26 eV
maximum force = 3.97 eV Å⁻¹

Results of the Löwdin charge analysis, in e, for atoms 1 through 6: C 0.02; C -0.18; C -0.52; C -0.09; N 0.00; H 0.05

---

3.
Formula: C6H14BiClIO3P
Source: the OMol25 dataset
Level of theory: wB97M-V/def2-TZVPD

Structure (XYZ):
```
27
C6H14BiClIO3P wB97M-V/def2-TZVPD
C -0.362 -1.980 0.605
C 0.919 -1.113 0.668
H 0.134 -2.919 0.509
H -1.046 -2.095 -0.284
H -0.937 -2.174 1.506
O 2.074 -1.556 0.874
I 1.234 1.306 1.702
Bi -3.179 0.721 1.257
P -0.325 0.684 -0.785
C 1.448 0.978 -1.466
C -0.831 -0.320 -2.263
H -2.114 2.336 -0.901
H -1.105 2.368 -2.350
H -0.509 3.098 -0.785
C -1.086 2.312 -1.265
H -1.863 -0.588 -2.071
H -0.796 0.120 -3.258
H 1.540 1.012 -2.592
H 2.061 0.128 -1.024
H -0.300 -1.266 -2.253
H 1.904 1.937 -1.089
C 3.503 0.336 2.047
O 4.385 -0.358 2.182
Cl -4.836 -0.038 -0.391
O -0.335 -1.096 3.612
H -0.188 -0.344 4.254
H 0.609 -1.490 3.561
```

## Properties
charge = +2
highest occupied orbital energy (alpha / beta) = -15.71 / -15.56 eV
maximum force = 7.98 eV Å⁻¹

Results of the Löwdin charge analysis, in e, for atoms 1 through 6: C -0.07; C -0.36; H 0.10; H 0.10; H 0.09; O 0.04

---

4.
Formula: C4H12
Source: the OMol25 dataset
Level of theory: wB97M-V/def2-TZVPD

Structure (XYZ):
```
16
C4H12 wB97M-V/def2-TZVPD
C 1.738 0.333 0.402
C 1.712 1.793 -0.101
H 0.870 -0.231 0.233
H 2.682 -0.065 0.006
H 1.632 0.510 1.492
H 2.563 1.960 -0.872
H 1.633 2.504 0.755
H 0.765 1.840 -0.709
C -1.134 -1.331 0.319
C -2.331 -0.978 -0.575
H -1.075 -2.298 0.757
H -0.133 -1.365 -0.241
H -1.064 -0.407 1.058
H -3.261 -1.451 -0.571
H -2.089 -0.899 -1.649
H -2.507 0.086 -0.302
```

## Properties
highest occupied orbital energy = -10.88 eV
maximum force = 3.23 eV Å⁻¹

Results of the Löwdin charge analysis, in e, for atoms 1 through 6: C -0.18; C -0.18; H -0.04; H 0.07; H 0.08; H 0.09

---

5.
Formula: C31H23FeN6O3S3
Source: the OMol25 dataset
Level of theory: wB97M-V/def2-TZVPD

Structure (XYZ):
```
67
C31H23FeN6O3S3 wB97M-V/def2-TZVPD
Fe -0.262 0.994 0.464
O 3.131 -1.672 -0.413
C 3.478 -1.744 0.890
C 4.367 -2.753 1.257
C 4.735 -2.906 2.576
C 4.232 -2.055 3.560
C 3.361 -1.050 3.200
C 2.970 -0.875 1.869
C 2.001 0.176 1.523
O 1.484 0.193 0.312
N 1.659 1.047 2.437
N 0.703 1.864 1.873
C 0.494 3.037 2.345
C -0.252 3.998 1.567
C -0.638 5.215 2.147
C -1.272 6.191 1.412
C -1.500 5.966 0.052
C -1.104 4.794 -0.552
C -0.479 3.768 0.183
O -0.129 2.668 -0.442
H 2.456 -0.969 -0.495
H 4.735 -3.415 0.484
H 5.415 -3.704 2.848
H 4.515 -2.187 4.595
H 2.946 -0.382 3.943
H 0.984 3.321 3.274
H -0.422 5.378 3.197
H -1.575 7.120 1.875
H -1.989 6.728 -0.543
H -1.270 4.623 -1.609
N -0.875 0.331 -1.332
C -2.282 0.597 -1.507
C -2.995 0.241 -2.615
C -4.367 0.555 -2.711
C -5.002 1.220 -1.701
C -4.292 1.584 -0.534
C -4.881 2.245 0.570
C -4.130 2.518 1.673
C -2.776 2.129 1.692
N -2.199 1.532 0.680
C -2.929 1.258 -0.441
H -0.652 -0.648 -1.504
H -0.326 0.927 -1.949
H -2.502 -0.280 -3.426
H -4.914 0.263 -3.597
H -6.054 1.464 -1.774
H -5.929 2.517 0.527
H -4.547 3.014 2.537
H -2.163 2.300 2.567
S 1.923 -5.697 0.925
C 1.106 -4.279 0.693
S 0.453 -3.411 2.055
C -0.126 -2.162 1.008
N 0.147 -2.357 -0.235
N 0.848 -3.536 -0.423
C 1.212 -3.817 -1.780
C 1.174 -2.777 -2.710
C 1.515 -3.008 -4.030
C 1.897 -4.272 -4.451
C 1.932 -5.301 -3.527
C 1.595 -5.087 -2.197
S -1.034 -0.806 1.626
H 0.892 -1.789 -2.391
H 1.487 -2.185 -4.734
H 2.164 -4.450 -5.484
H 2.227 -6.297 -3.833
H 1.628 -5.901 -1.496
```

## Properties
highest occupied orbital energy (alpha / beta) = -7.58 / -7.59 eV
spin multiplicity = 2
maximum force = 1.08 eV Å⁻¹

Results of the Löwdin charge analysis, in e, for atoms 1 through 6: Fe 0.43; O 0.06; C -0.27; C -0.02; C -0.07; C -0.09

---

6.
Formula: C5H8N
Source: the OMol25 dataset
Level of theory: wB97M-V/def2-TZVPD

Structure (XYZ):
```
14
C5H8N wB97M-V/def2-TZVPD
C -2.157 0.598 -0.030
C -1.173 -0.199 -0.063
C -0.002 -1.099 -0.725
C -0.207 -1.029 0.759
N 1.008 -0.480 0.136
C 1.374 0.898 -0.037
H -2.705 0.845 0.861
H -2.357 1.044 -0.981
H 0.322 -1.623 -1.474
H -0.328 -1.738 1.532
H 1.817 -1.063 0.260
H 0.730 1.652 0.527
H 2.366 1.153 0.339
H 1.313 1.040 -1.104
```

## Properties
charge = +1
highest occupied orbital energy = -14.93 eV
maximum force = 8.26 eV Å⁻¹

Results of the Löwdin charge analysis, in e, for atoms 1 through 6: C 0.10; C -0.12; C 0.07; C 0.01; N -0.06; C 0.01